No. 1
{"formula": "C29H30N3O2Ta", "method": "ωB97M-V with the def2-TZVPD basis set", "elements": ["Ta", "O", "H", "C", "H", "H", "C", "H", "C", "C", "C", "C", "C", "H", "N", "H", "C", "H", "H", "H", "N", "H", "C", "C", "C", "H", "H", "C", "H", "H", "O", "C", "H", "H", "C", "N", "C", "H", "H", "H", "C", "C", "C", "H", "H", "C", "H", "C", "H", "H", "C", "C", "H", "H", "C", "H", "C", "C", "H", "C", "H", "C", "C", "C", "H"], "xyz": [[0.2136, 0.1852, -0.1571], [2.0491, 0.5258, -0.1266], [0.7996, 0.9959, 4.1159], [-2.0568, 1.3231, 2.3123], [-3.8050, -0.3807, -0.6647], [0.6017, 3.5526, -3.2458], [4.4974, 1.9804, 2.1449], [-1.8291, 1.0746, -3.3027], [1.1129, 3.1886, -0.0754], [-2.3801, -0.6842, -2.2287], [-2.9750, 0.1592, -1.1186], [0.4645, -5.0998, 1.1991], [2.2503, 2.7531, 0.7136], [0.7806, -6.9355, 2.2474], [-0.0479, 0.2457, -2.5398], [-0.4454, -4.8571, -2.0765], [2.9457, 3.6850, 1.4902], [-3.0554, 2.4694, 5.3447], [1.6051, 1.5151, -2.7122], [0.2536, -8.3469, 0.2921], [-2.0248, 0.5262, -0.0232], [-1.6588, 2.5672, -1.4708], [0.5123, -6.4770, 1.3055], [-0.2315, 1.2420, 3.9013], [-1.4195, 0.0844, -3.1137], [-0.7904, 4.0932, -1.4118], [-3.2126, -1.0212, -2.8480], [4.0553, 3.2991, 2.2166], [0.7456, 1.2501, -4.2150], [5.3737, 1.6757, 2.7019], [0.0640, 0.5330, 1.6504], [-0.1272, 2.7776, -2.9992], [1.7636, -0.8842, -2.5151], [-1.9162, -1.5852, -1.8247], [3.8416, 1.0450, 1.3556], [0.2395, 2.4255, -0.6315], [-0.1306, -6.6925, -1.0139], [-3.7010, 1.1154, 0.9630], [-3.9335, 2.0445, 3.0708], [-3.3787, 1.0835, -1.5413], [0.0322, -1.8794, -0.2440], [-2.6182, 0.9915, 1.0257], [0.2152, -7.2694, 0.2029], [0.6925, -4.4714, 2.0497], [0.9067, -0.8673, -4.0685], [-0.1789, -5.3166, -1.1334], [4.1936, 0.0259, 1.2706], [-2.8963, 1.8366, 3.3067], [-0.9304, 2.8832, -3.7281], [2.6008, 4.7119, 1.5190], [0.6087, 1.4511, -3.1496], [-0.7347, 1.0414, 2.6382], [4.5855, 4.0187, 2.8242], [1.0233, 4.2651, -0.2340], [0.1181, -4.5154, -0.0244], [-0.6996, 1.9309, 5.8689], [2.7253, 1.4426, 0.6555], [-2.4081, 2.0679, 4.5780], [0.2941, -1.8488, -2.7163], [-1.0805, 1.7640, 4.8698], [-1.3118, -0.4018, -4.0857], [0.0718, -3.1000, -0.1442], [0.7803, -0.9195, -2.9856], [-0.6797, 3.0244, -1.5982], [-0.3599, -7.3173, -1.8662]], "nbo_charge": [2.45, -0.74, 0.25, -0.24, 0.23, 0.25, -0.12, 0.21, 0.24, -0.44, -0.23, -0.16, -0.25, 0.24, -0.51, 0.22, -0.11, 0.25, 0.22, 0.24, -0.58, 0.20, -0.20, -0.25, -0.23, 0.23, 0.26, -0.21, 0.23, 0.25, -0.73, -0.44, 0.23, 0.24, -0.27, -0.56, -0.20, 0.21, 0.23, 0.21, -0.68, 0.26, -0.14, 0.23, 0.22, -0.17, 0.25, -0.10, 0.24, 0.23, -0.22, 0.40, 0.25, 0.21, -0.13, 0.25, 0.40, -0.21, 0.24, -0.12, 0.23, 0.23, -0.43, -0.23, 0.24], "gap_ev": 6.875, "homo_energy_ha": -0.503, "e_tot_ev": -40664.707, "charge": 2, "lumo_energy_ha": -0.2508}

No. 2
{"formula": "C29H30N4O5", "method": "ωB97M-V with the def2-TZVPD basis set", "elements": ["H", "H", "H", "H", "N", "H", "H", "N", "H", "C", "C", "C", "H", "N", "N", "H", "C", "C", "C", "H", "H", "C", "H", "C", "H", "C", "H", "H", "H", "C", "C", "C", "H", "H", "C", "H", "C", "C", "H", "H", "C", "C", "C", "H", "C", "C", "H", "H", "H", "O", "C", "C", "H", "O", "O", "H", "C", "H", "H", "C", "C", "C", "O", "C", "O", "H", "C", "C"], "xyz": [[-0.9704, -4.0276, -0.8817], [0.6075, -0.4643, -0.7093], [-2.9110, 2.2341, -2.5376], [4.7000, 0.7127, 5.3369], [1.0557, -4.9734, 0.6318], [2.5235, 0.9010, 4.1084], [-6.1068, 0.7853, -5.0563], [1.8468, 3.5473, 0.2826], [2.9839, 0.7974, -0.3948], [2.0572, 0.3089, 1.5067], [-1.6775, -4.0084, 2.9615], [-4.7052, -0.7115, -4.3451], [-0.7281, 4.4558, 0.2732], [-3.3546, -3.0761, -1.5132], [1.0079, 1.5599, -0.3834], [4.2804, -0.9622, 0.6478], [5.7164, -0.2565, 3.6791], [-1.1586, -3.9885, 0.1885], [-3.4240, 1.3932, -3.0201], [0.2962, -4.9126, 3.1416], [1.2809, 0.7538, 2.1543], [-2.3371, -3.3696, 0.6679], [6.4542, -1.2062, 1.8666], [-0.4579, -4.4960, 2.4792], [-3.0801, -1.9202, -3.6384], [0.2197, 0.5571, -0.8370], [-3.5918, -3.1087, 2.4297], [2.9007, 5.1356, 1.1262], [-4.0128, -2.0294, 0.1906], [0.6970, 3.0045, -0.4282], [3.4031, 0.4560, 3.6327], [2.7786, 2.6418, 0.6955], [1.6376, 3.4850, -2.3333], [1.6599, -0.6423, 1.1113], [4.3954, -0.5941, 1.6739], [1.1337, 5.3245, 1.1034], [-0.5908, 3.3679, 0.3214], [-4.5320, 1.6463, -3.8325], [2.0567, 5.5196, -0.3969], [-1.8859, -4.0624, 4.0346], [4.6146, 0.3347, 4.3154], [-2.9640, 0.0626, -2.7936], [-2.6189, -3.4702, 2.0772], [-1.4629, 2.8904, -0.1264], [5.6035, -0.7343, 2.3651], [-1.0267, 0.7565, -1.4236], [-1.2918, 1.7961, -1.6037], [-4.8639, 2.6776, -3.9804], [-0.1045, 3.1242, -2.4635], [-4.5008, -3.0921, -2.0542], [-0.2072, -4.4923, 1.0920], [3.3218, 0.0551, 2.2940], [0.4313, 4.6703, -1.7648], [1.2788, -5.0802, -0.5943], [3.8409, 2.9004, 1.2562], [-0.5150, 3.0484, 1.3692], [-1.9189, -0.2326, -1.8388], [-1.7722, -1.2528, -1.4909], [-5.2015, -1.5429, -4.8452], [-3.2091, -2.6498, -0.2074], [-3.5582, -0.9511, -3.5989], [-5.2187, 0.5877, -4.4533], [-2.3106, -3.3664, -2.1866], [1.9963, 4.9561, 0.5403], [1.9017, -5.2753, 1.5057], [6.6655, -0.3514, 4.2103], [0.6603, 3.5985, -1.8446], [2.2621, 1.2548, 0.3072]], "nbo_charge": [0.28, 0.24, 0.19, 0.22, 0.49, 0.21, 0.22, -0.45, 0.23, -0.43, -0.22, -0.22, 0.23, 0.44, -0.36, 0.21, -0.22, -0.24, -0.10, 0.24, 0.22, -0.05, 0.22, -0.24, 0.26, 0.21, 0.21, 0.26, 0.21, 0.32, -0.24, 0.68, 0.23, 0.22, -0.24, 0.20, -0.64, -0.26, 0.20, 0.22, -0.19, -0.18, -0.19, 0.23, -0.19, -0.39, 0.20, 0.22, 0.23, -0.49, 0.08, 0.07, 0.23, -0.38, -0.59, 0.23, 0.05, 0.27, 0.24, -0.27, -0.09, -0.15, -0.55, -0.42, -0.40, 0.22, -0.64, -0.13], "gap_ev": 4.542, "homo_energy_ha": -0.245, "e_tot_ev": -46749.849, "de_lowest_kcal_mol": 272.51, "lumo_energy_ha": -0.0783}

No. 3
{"formula": "C29H30NO4Pb", "method": "ωB97M-V with the def2-TZVPD basis set", "elements": ["H", "H", "H", "Pb", "C", "C", "C", "H", "O", "H", "H", "O", "C", "C", "N", "H", "C", "H", "H", "H", "H", "H", "C", "O", "C", "C", "H", "C", "C", "H", "H", "C", "C", "H", "C", "H", "C", "H", "C", "H", "H", "C", "H", "C", "C", "H", "H", "C", "C", "C", "H", "C", "C", "C", "H", "C", "H", "H", "H", "C", "O", "C", "C", "H", "H"], "xyz": [[2.9303, 1.0359, 0.3611], [4.3958, -2.3069, -0.9587], [-4.1142, -5.1403, 4.2722], [-0.2640, -0.3542, -0.0915], [2.4272, 0.1052, 0.5897], [3.6396, 0.1971, -2.1360], [1.6792, -1.2341, -2.8439], [1.2077, -2.9477, -0.2370], [-1.6531, -2.2075, 0.1898], [-1.5012, 0.8404, -4.1447], [0.6207, -2.1059, 2.3312], [-1.5762, -1.6750, 2.4072], [-1.3594, 4.7768, -3.2158], [-1.2512, 1.0632, 1.9133], [0.5594, 0.3774, -4.3760], [-0.4889, 3.0309, -0.6962], [-3.9614, -4.8735, 3.2344], [0.0408, 6.4159, -2.9857], [-1.1354, 0.6454, 2.9004], [1.2867, 0.2456, -5.0931], [-2.4871, -3.3308, 3.7075], [0.3924, 2.5735, 1.8240], [-2.8432, -3.5237, 1.6291], [-3.4003, -3.7697, -0.7427], [-1.9334, -2.3656, 1.4680], [-0.5869, 1.2755, -4.5981], [3.0678, 1.1192, -1.9526], [0.8267, 3.3151, -4.2028], [-3.5438, -4.1276, 0.5499], [-2.4999, 2.9411, -3.5856], [-4.9503, -5.5683, 0.0395], [-1.9982, 1.4425, -0.2623], [1.7345, -0.2538, 1.7753], [-0.6974, 1.2824, -5.6826], [-3.0372, -3.8853, 2.9573], [4.5518, 0.2162, -1.5247], [1.2025, -1.5752, 1.6065], [-5.3674, -6.2666, 2.3910], [0.8323, 0.0168, -3.1135], [4.3480, -2.3100, -2.7447], [3.9355, 0.1775, -3.2002], [-0.0922, 5.3763, -3.2966], [1.6636, 2.7295, -4.6102], [-2.2541, 0.6930, 0.9476], [-4.4443, -5.1208, 0.8637], [-2.2183, 5.3401, -2.8402], [3.1238, -3.2212, -1.8098], [0.9997, 4.6458, -3.7920], [2.8212, -1.0559, -1.7686], [-0.4238, 2.0700, 1.3242], [-3.0522, -0.0234, 1.0585], [-4.6519, -5.4858, 2.1887], [2.2853, -0.9694, -0.3477], [-0.4275, 2.7095, -4.0974], [1.6216, 0.3467, 2.6570], [-0.8758, 2.3015, -0.0054], [-2.5596, 1.3295, -1.1908], [1.0378, -2.1057, -2.5631], [1.9943, 5.0950, -3.8686], [-1.5280, 3.4460, -3.6257], [0.2842, 0.7016, -2.2151], [3.7281, -2.3030, -1.8327], [1.5018, -2.0221, 0.2715], [2.1285, -1.5100, -3.8242], [-2.7184, -3.0653, -0.7382]], "nbo_charge": [0.21, 0.23, 0.20, 1.33, -0.35, -0.62, -0.49, 0.22, -0.87, 0.22, 0.24, -0.67, -0.20, -0.35, -0.63, 0.21, -0.27, 0.20, 0.23, 0.40, 0.24, 0.21, -0.24, -0.69, 0.79, -0.22, 0.23, -0.23, 0.35, 0.22, 0.21, -0.42, -0.26, 0.20, -0.15, 0.22, -0.36, 0.20, 0.70, 0.18, 0.19, -0.18, 0.20, -0.38, -0.29, 0.21, 0.21, -0.22, -0.05, -0.32, 0.23, -0.19, -0.16, 0.00, 0.20, -0.35, 0.21, 0.25, 0.21, -0.22, -0.64, -0.60, -0.43, 0.20, 0.52], "gap_ev": 6.096, "homo_energy_ha": -0.138, "e_tot_ev": -45488.011, "de_lowest_kcal_mol": 44.72, "charge": -1, "lumo_energy_ha": 0.0859}

No. 4
{"formula": "C29H31As2Br2NO4Ti", "method": "ωB97M-V with the def2-TZVPD basis set", "elements": ["H", "H", "C", "C", "C", "H", "H", "C", "N", "H", "H", "H", "C", "H", "C", "C", "H", "C", "H", "C", "C", "C", "C", "O", "C", "H", "H", "H", "O", "O", "C", "H", "H", "H", "C", "C", "H", "C", "Br", "C", "H", "H", "As", "H", "O", "H", "C", "Br", "H", "C", "As", "H", "H", "C", "C", "H", "C", "C", "C", "H", "C", "H", "H", "C", "H", "C", "Ti", "H", "C", "H"], "xyz": [[1.2615, -3.9721, -1.2072], [1.0137, 5.8712, -2.5683], [-2.1056, 4.2777, 0.8548], [-2.9344, -2.3510, -1.1958], [-0.6249, 3.4704, -0.8467], [7.7417, -0.9302, 1.1264], [1.8187, 3.8400, -3.7272], [1.2319, -2.8844, -1.2477], [-0.1672, 2.3562, -1.4971], [0.7457, 0.6549, 4.7101], [3.8363, 0.1066, -0.5888], [2.1626, -2.4818, -0.8489], [-4.0548, -2.9805, -1.7270], [-4.9061, -4.8222, -2.4168], [3.5625, -0.0604, 0.4442], [-1.5519, 3.2088, 0.1943], [-0.8613, 0.0358, 4.2649], [6.8474, -0.8897, 1.7392], [1.2937, 1.3947, -4.2412], [4.5505, -0.4152, 1.3546], [-4.0316, -4.3399, -2.0010], [2.2416, 0.1033, 0.8409], [-1.7814, -3.0972, -0.9360], [-1.8921, 1.9424, 0.3842], [-3.9746, 0.3515, -2.1684], [0.0084, -4.2151, 1.3067], [-4.9819, -0.0610, -2.1844], [0.4910, 0.4225, -2.9937], [-0.4201, 0.2307, 1.9054], [5.7843, -0.5417, 0.8559], [1.8946, -0.1199, 2.2094], [-3.7208, -0.9150, 1.5796], [6.6753, -1.8665, 2.1938], [-0.7673, -2.8736, 2.1754], [-0.2356, 4.7736, -1.1921], [4.2265, -0.6194, 2.7094], [-4.2421, 0.6900, 1.0170], [-1.7179, 5.5956, 0.5356], [-3.3882, 3.9699, 2.1897], [0.5404, 0.0131, 2.6747], [2.6891, -0.6237, 4.1484], [-2.8702, -6.1413, -1.9537], [-0.2374, -2.1835, -0.1911], [0.4961, -1.0787, 4.5221], [1.3490, 0.4538, -0.0631], [1.1158, -2.5657, -2.2821], [0.6795, 4.8895, -2.2603], [-0.3222, 7.6243, -0.8433], [-2.1590, 6.4153, 1.0853], [-1.7675, -4.4608, -1.2075], [-2.9216, -0.4606, -0.7611], [-4.9558, -2.4141, -1.9308], [4.9800, -0.8893, 3.4326], [2.9234, -0.4651, 3.1046], [-0.8080, 5.8412, -0.4534], [-0.8797, -5.0499, -1.0079], [-4.1410, -0.3589, 0.7439], [0.0271, -3.1401, 1.4797], [0.2083, -0.0999, 4.1355], [-3.4948, 0.1842, -3.1304], [1.1803, 1.2497, -3.1681], [0.9915, -2.8568, 1.8999], [6.9734, -0.1345, 2.5162], [0.6836, 2.4905, -2.4951], [-5.1052, -0.7814, 0.4656], [-2.8873, -5.0808, -1.7404], [-0.5644, 0.6044, -0.1006], [2.1518, 0.9712, -2.7555], [1.1252, 3.7685, -2.9007], [-4.0285, 1.4203, -1.9665]], "nbo_charge": [0.23, 0.24, -0.13, -0.36, 0.10, 0.21, 0.23, -0.94, -0.52, 0.25, 0.24, 0.25, -0.14, 0.23, -0.36, 0.26, 0.25, -0.26, 0.24, 0.40, -0.20, 0.49, -0.35, -0.78, -0.93, 0.24, 0.23, 0.22, -0.67, -0.47, -0.37, 0.24, 0.19, 0.24, -0.04, -0.37, 0.26, -0.23, 0.10, 0.62, 0.21, 0.23, 1.00, 0.24, -0.81, 0.24, -0.11, 0.09, 0.25, -0.20, 0.97, 0.21, 0.23, -0.04, -0.10, 0.21, -0.92, -0.94, -0.71, 0.24, -0.64, 0.24, 0.19, 0.29, 0.23, -0.19, 1.47, 0.25, -0.25, 0.25], "gap_ev": [7.570, 7.296], "spin_multiplicity": 2, "homo_energy_ha": [-0.378, -0.379], "e_tot_ev": -325132.127, "de_lowest_kcal_mol": 10.79, "charge": 1, "lumo_energy_ha": [-0.1002, -0.1106], "s2": 0.75}